P) 87
Properties=species:S:1:pos:R:3 method="wB97M-V/def2-TZVPD" charge=0 e_lumo_ev=-0.435
Mg -1.21324 0.14979 1.27703
C -2.95226 -1.81495 4.87240
C -3.11884 -2.58020 3.59815
N -3.45633 -3.83911 3.64308
C -3.61404 -4.52443 2.47831
C -3.43733 -3.97177 1.24408
C -3.65464 -4.82390 0.02373
O -4.74394 -4.38619 -0.78750
C -3.04327 -2.60722 1.16398
C -2.92597 -1.97034 -0.12475
N -2.32169 -0.84905 -0.36194
C -2.39157 -0.38156 -1.70132
C -2.17406 -1.22353 -2.78959
C -2.29881 -0.75714 -4.08892
C -2.64530 0.56591 -4.32115
C -2.83475 1.42605 -3.24748
C -2.69173 0.95846 -1.95171
I -2.92386 2.27001 -0.34375
C -2.87609 -1.87522 2.35494
O -2.56009 -0.63349 2.40344
H -3.13620 -2.47521 5.71613
H -3.64254 -0.97032 4.90170
H -1.94960 -1.38990 4.93750
H -3.89448 -5.56671 2.57941
H -3.80140 -5.85992 0.34057
H -2.78406 -4.80447 -0.63629
H -5.51117 -4.27938 -0.21449
H -3.43297 -2.46696 -0.95410
H -1.91396 -2.26061 -2.61073
H -2.13122 -1.43269 -4.91751
H -2.75260 0.93570 -5.33223
H -3.09142 2.46368 -3.41512
C 0.76462 4.30700 -3.18699
C 1.59145 4.87327 -2.01949
S 1.12338 4.24831 -0.38030
C 2.32428 2.92443 -0.11622
C 2.41530 1.86954 -1.20521
S 0.80799 1.09553 -1.55502
C 1.04207 0.62894 -3.29077
C 0.69288 1.69781 -4.31999
S 1.68582 3.21661 -4.32604
H 0.37706 5.12378 -3.79524
H -0.07922 3.74014 -2.79458
H 1.44206 5.95137 -1.96330
H 2.65937 4.70784 -2.17030
H 2.00355 2.48103 0.82622
H 3.31270 3.36463 0.02948
H 3.10949 1.08927 -0.88453
H 2.78019 2.29863 -2.13603
H 0.38515 -0.22944 -3.45617
H 2.07292 0.29246 -3.42310
H -0.34702 1.99353 -4.21324
H 0.80942 1.27409 -5.32015
C 1.91498 -2.88567 -2.80651
C 3.00360 -3.34760 -1.84159
C 4.01442 -2.23370 -1.58893
C 2.41249 -3.88327 -0.53817
N 1.72590 -2.84997 0.22889
C 0.50968 -2.33762 0.09443
N 0.37730 -1.35240 0.94493
N 1.54756 -1.27912 1.62656
N 2.35310 -2.17550 1.20819
H 2.34805 -2.59774 -3.76473
H 1.39626 -2.00754 -2.41114
H 1.17893 -3.67137 -2.99495
H 3.52270 -4.20321 -2.28488
H 3.52677 -1.35383 -1.16214
H 4.48551 -1.93164 -2.52468
H 4.79815 -2.54776 -0.89845
H 3.19136 -4.26874 0.11694
H 1.69395 -4.67956 -0.73356
H -0.22383 -2.66630 -0.62098
C 0.10653 4.73275 4.92782
Si 1.28486 3.47394 4.22284
C 2.68678 4.36754 3.37613
C 1.98244 2.42486 5.59538
C 0.39700 2.40476 3.04819
C -0.18455 1.64526 2.28463
H 0.62998 5.44555 5.56970
H -0.67110 4.24551 5.51914
H -0.38174 5.28836 4.12481
H 3.21522 5.00445 4.09003
H 2.31867 4.99608 2.56144
H 3.40929 3.66269 2.96008
H 2.48955 3.03855 6.34400
H 2.69935 1.70223 5.20013
H 1.18683 1.86589 6.09160

=====

Q) 87
Properties=species:S:1:pos:R:3 method="wB97M-V/def2-TZVPD" charge=0 e_lumo_ev=-0.024
Mg 0.32178 1.26072 -0.39444
C 4.66194 1.59346 -2.03510
C 3.64570 1.07550 -3.00604
N 4.04789 0.64977 -4.17631
C 3.12808 0.26815 -5.09110
C 1.77752 0.35537 -4.88672
C 0.84263 -0.02043 -6.00509
O 0.11288 1.09075 -6.52062
C 1.30789 0.80705 -3.62398
C -0.10940 1.00511 -3.42849
N -0.66252 1.32259 -2.31225
C -2.07256 1.44708 -2.28983
C -2.89675 0.45811 -2.81667
C -4.27473 0.56879 -2.72370
C -4.84634 1.66660 -2.09876
C -4.03624 2.65526 -1.55724
C -2.66186 2.53450 -1.64951
I -1.43513 3.98744 -0.78371
C 2.25331 1.10873 -2.62126
O 1.96502 1.43030 -1.41015
H 5.65865 1.31513 -2.36982
H 4.59722 2.68302 -1.97742
H 4.47540 1.22784 -1.02681
H 3.51881 -0.10056 -6.03334
H 1.41822 -0.50640 -6.79848
H 0.08598 -0.73339 -5.67105
H 0.74338 1.79196 -6.71659
H -0.73820 0.90875 -4.31366
H -2.43960 -0.42059 -3.25393
H -4.90293 -0.21365 -3.12909
H -5.92208 1.75358 -2.02018
H -4.47281 3.50844 -1.05648
C 2.55888 -3.05109 -2.52720
C 1.05235 -3.25305 -2.44887
S 0.10107 -1.95973 -1.60113
C -0.36093 -2.68824 -0.01753
C 0.70328 -2.72662 1.07416
S 1.47505 -1.11600 1.41318
C 3.23339 -1.42424 1.11083
C 3.64342 -1.59127 -0.34655
S 3.46032 -3.28994 -0.97750
H 2.80347 -2.06826 -2.93181
H 2.96980 -3.78787 -3.22094
H 0.81249 -4.21151 -1.98552
H 0.65573 -3.27945 -3.46720
H -0.74322 -3.69651 -0.19261
H -1.19702 -2.06318 0.29858
H 1.49901 -3.42069 0.81554
H 0.23432 -3.07139 1.99773
H 3.56539 -2.26517 1.72270
H 3.71707 -0.52868 1.50964
H 4.69363 -1.31768 -0.45537
H 3.05227 -0.92455 -0.97014
C -0.20286 0.16721 5.06258
C 1.05176 0.88873 5.54607
C 2.30518 0.06792 5.26136
C 1.16310 2.30221 4.97192
N 1.37106 2.31317 3.52834
C 0.51396 2.09145 2.53784
N 1.18819 2.10207 1.41020
N 2.47937 2.32946 1.73296
N 2.59962 2.45452 2.99773
H -0.32120 -0.77843 5.59284
H -0.14518 -0.07085 3.99719
H -1.10449 0.75911 5.23512
H 0.96826 1.03953 6.62759
H 2.39349 -0.14672 4.19416
H 2.25339 -0.88941 5.78104
H 3.21070 0.58431 5.58394
H 2.01765 2.82816 5.39399
H 0.26179 2.87991 5.17833
H -0.54370 1.89925 2.62488
C -4.41760 -2.04767 1.22560
Si -3.95180 -0.42108 2.02645
C -5.30553 0.83652 1.73316
C -3.71888 -0.66759 3.87047
C -2.39456 0.16943 1.28246
C -1.40867 0.56800 0.67266
H -5.35957 -2.43571 1.61993
H -3.64482 -2.80121 1.39422
H -4.52512 -1.91726 0.14646
H -6.25326 0.50908 2.16706
H -5.45203 0.99029 0.66203
H -5.04228 1.80001 2.17474
H -4.62051 -1.07677 4.33239
H -3.49348 0.28193 4.36107
H -2.89291 -1.35345 4.07107

=====

Energies relative to the most stable structure are P) 0.840; Q) 0.000, reported in eV.